The following is a DFT calculation (the ωB97M-V functional and the def2-TZVPD basis) of the molecule C3H5N3O in a non-equilibrium geometry.

```
12
C3H5N3O | the OMol25 dataset | the ωB97M-V functional and the def2-TZVPD basis
C -1.0364 0.2441 0.5015
C 0.3110 -0.0932 0.1853
N 1.3126 -0.4107 1.1134
O -1.5327 0.1122 1.7347
N -1.6244 0.8690 -0.4900
N 0.6567 -0.2032 -2.2800
C 0.3551 0.1323 -1.1614
H -0.8099 -0.1457 2.3312
H 1.4856 -1.4100 1.1591
H 2.1826 0.0899 0.9567
H -2.2625 0.3372 -1.0825
H 0.9625 0.4780 -2.9681
```

Values from the calculation:
Highest occupied orbital energy   -8.3 eV
HOMO-LUMO gap   0.3225 hartree